Formula: C60H90O45
Source: the Open Molecules 2025 dataset
Level of theory: ωB97M-V/def2-TZVPD

HOMO-LUMO gap   9.17 eV
LUMO energy   -0.36 eV
Total energy   -5726.229599 Eh
Strongest force on any atom   5.97 eV/A

Cartesian coordinates (Å):
C: -2.0033 1.8345 -3.3562
C: -1.9715 0.4095 -4.0618
C: -3.1614 0.0671 -4.9269
O: -2.5747 -0.1474 -6.2224
C: -1.2715 -0.0617 -6.1176
O: -0.4905 -0.2268 -7.0422
O: -0.9214 0.4046 -4.9270
H: -2.4039 2.6045 -4.0155
H: -1.0344 2.1833 -2.9990
H: -2.7433 1.8149 -2.5561
H: -1.9078 -0.3041 -3.2402
H: -3.8024 0.9487 -4.9358
H: -3.6289 -0.8570 -4.5871
C: -7.3373 -1.3847 0.8488
C: -6.9366 -1.3330 -0.6398
C: -6.6781 0.0693 -1.2191
O: -5.4554 -0.0302 -1.8733
C: -4.9025 -1.2461 -1.6302
O: -3.8119 -1.5694 -2.0770
O: -5.7101 -1.9774 -0.8660
H: -6.6754 -0.7734 1.4622
H: -7.5255 -2.3733 1.2676
H: -8.3386 -0.9540 0.8461
H: -7.6409 -1.8153 -1.3176
H: -6.6220 0.8479 -0.4584
H: -7.4607 0.4124 -1.8957
C: 2.1880 -2.6606 6.2241
C: 2.2244 -1.1575 5.8465
C: 3.6111 -0.4878 5.9019
O: 3.7627 0.0429 4.6931
C: 2.7814 -0.2709 3.8612
O: 2.7167 0.0801 2.6610
O: 2.0262 -1.1356 4.3995
H: 2.8961 -3.1849 5.5823
H: 1.1849 -3.0455 6.0401
H: 2.5254 -2.8653 7.2401
H: 1.4676 -0.5321 6.3200
H: 4.4114 -1.2102 6.0621
H: 3.5891 0.2422 6.7111
C: 6.6785 -2.8502 -3.6506
C: 5.2227 -2.3733 -3.6284
C: 4.3609 -3.2147 -2.7718
O: 3.9189 -2.3617 -1.8373
C: 4.2910 -1.1377 -2.0703
O: 3.8485 -0.1657 -1.5327
O: 5.2068 -1.1347 -3.0116
H: 7.3790 -2.0717 -3.9529
H: 6.7693 -3.6839 -4.3469
H: 7.0350 -3.1718 -2.6720
H: 4.8254 -2.3702 -4.6434
H: 4.8609 -4.0271 -2.2444
H: 3.5534 -3.6045 -3.3916
C: -2.8431 0.8387 3.5843
C: -1.7875 0.1036 4.4383
C: -0.8874 1.0794 5.2966
O: -0.8901 0.2888 6.4959
C: -2.0008 -0.4655 6.5732
O: -2.3181 -1.0166 7.6297
O: -2.5791 -0.5961 5.3905
H: -3.5170 0.1729 3.0450
H: -2.3094 1.4902 2.8924
H: -3.4429 1.4647 4.2449
H: -1.2074 -0.5812 3.8197
H: -1.4043 2.0161 5.5053
H: 0.1213 1.2556 4.9230
C: 0.8666 -5.9589 5.8734
C: -0.2603 -5.7734 4.8521
C: -1.6065 -5.4330 5.4377
O: -1.8922 -4.1774 4.7753
C: -0.9086 -3.8724 3.8577
O: -0.9515 -3.0031 2.9785
O: 0.1085 -4.7081 4.0122
H: 1.8198 -5.8653 5.3529
H: 0.8836 -6.9470 6.3332
H: 0.7794 -5.1770 6.6278
H: -0.3333 -6.6704 4.2370
H: -1.5803 -5.4470 6.5273
H: -2.2791 -6.2385 5.1430
C: 2.3117 -3.2753 1.8400
C: 1.8810 -4.5789 1.0788
C: 0.7193 -4.4214 0.0602
O: 1.2190 -5.1244 -1.0425
C: 2.5372 -5.4012 -0.9122
O: 3.2310 -6.0459 -1.7415
O: 2.9771 -5.0468 0.2753
H: 3.2179 -3.5406 2.3845
H: 1.5331 -2.8271 2.4572
H: 2.5327 -2.5541 1.0532
H: 1.5570 -5.3289 1.8003
H: 0.5121 -3.3638 -0.1030
H: -0.1516 -4.8566 0.5504
C: 1.0216 3.9365 3.7497
C: 1.3957 5.3340 3.3593
C: 0.5084 5.8931 2.2124
O: 0.2591 7.1880 2.7405
C: 0.3494 7.2013 4.0386
O: -0.1004 8.1387 4.6668
O: 1.0302 6.1505 4.4459
H: 1.5491 3.6940 4.6722
H: 1.3565 3.2656 2.9586
H: -0.0242 3.7454 3.9903
H: 2.4347 5.3191 3.0301
H: -0.3706 5.2596 2.0936
H: 1.0294 5.8406 1.2564
C: 2.1980 2.2339 -4.0849
C: 3.6903 2.2334 -4.3230
C: 4.0721 1.2034 -5.4108
O: 4.8383 1.9568 -6.3113
C: 4.7054 3.2777 -6.0360
O: 5.2280 4.2271 -6.5985
O: 3.9805 3.4362 -5.0100
H: 1.7694 2.9372 -3.3709
H: 1.9632 1.2561 -3.6644
H: 1.7321 2.4398 -5.0485
H: 4.2799 2.1581 -3.4094
H: 3.1920 0.7084 -5.8215
H: 4.6497 0.4566 -4.8660
C: -2.8897 5.4067 -0.1183
C: -4.1275 4.5291 0.0545
C: -4.6561 4.0611 -1.2501
O: -4.6462 2.6831 -1.1226
C: -4.1714 2.3061 0.0717
O: -3.9344 1.1362 0.4484
O: -3.7831 3.3867 0.7737
H: -2.4412 5.7214 0.8240
H: -3.1828 6.3055 -0.6607
H: -2.1864 4.7666 -0.6510
H: -4.9109 5.0777 0.5773
H: -4.0268 4.3750 -2.0829
H: -5.6183 4.5254 -1.4663
C: -0.4236 -5.4791 -4.9366
C: -0.7209 -3.9055 -4.7724
C: -0.7610 -3.3973 -3.2981
O: 0.3517 -2.5783 -3.1595
C: 1.0419 -2.4636 -4.3188
O: 1.9111 -1.6186 -4.5258
O: 0.4943 -3.3030 -5.1790
H: 0.3110 -5.8234 -4.2086
H: -0.1492 -5.9147 -5.8973
H: -1.3402 -6.0159 -4.6921
H: -1.4962 -3.5531 -5.4528
H: -0.5987 -4.2814 -2.6816
H: -1.6442 -2.8700 -2.9377
C: -4.0263 -2.5604 2.3308
C: -3.7483 -3.9722 1.7359
C: -4.9619 -4.6392 1.1365
O: -4.5777 -5.0514 -0.1841
C: -3.3281 -4.6081 -0.3976
O: -2.6144 -4.9159 -1.3509
O: -2.8730 -3.9400 0.6383
H: -4.7862 -2.6458 3.1076
H: -4.3926 -1.8482 1.5915
H: -3.1500 -2.1344 2.8194
H: -3.3940 -4.5445 2.5933
H: -5.7831 -3.9389 0.9839
H: -5.2861 -5.5078 1.7097
C: -1.2556 -0.9280 0.4637
C: 0.0401 -0.1261 0.3620
C: 0.5391 0.1376 -1.0594
O: 0.7310 1.5540 -0.9913
C: 0.0480 2.0743 0.0289
O: -0.2006 3.2334 0.0874
O: -0.3993 1.1707 0.8007
H: -2.0066 -0.3255 -0.0473
H: -1.6501 -0.9942 1.4777
H: -1.2528 -1.9255 0.0244
H: 0.8098 -0.6259 0.9501
H: -0.1608 -0.1408 -1.8473
H: 1.4751 -0.3631 -1.3069
C: 0.4664 6.8971 -1.6355
C: 0.6315 5.7159 -2.5193
C: -0.6405 5.4139 -3.2651
O: -0.1764 5.2298 -4.5935
C: 1.1739 5.5841 -4.6778
O: 1.7966 5.5647 -5.7209
O: 1.6465 5.9271 -3.5035
H: 0.1518 7.7313 -2.2627
H: 1.3833 7.2916 -1.1977
H: -0.2613 6.7045 -0.8472
H: 1.0047 4.9180 -1.8774
H: -1.3926 6.2016 -3.2209
H: -1.0512 4.4710 -2.9040
C: 6.4941 2.7599 -0.1702
C: 5.0065 2.7972 -0.5273
C: 4.1443 2.1710 0.5512
O: 3.5268 3.3464 1.2021
C: 3.6950 4.3941 0.4289
O: 3.1835 5.4871 0.6318
O: 4.5085 4.0946 -0.6065
H: 6.9106 3.1827 0.7440
H: 7.0989 3.2060 -0.9597
H: 6.7856 1.7144 -0.0702
H: 4.9097 2.4175 -1.5445
H: 4.7286 1.6579 1.3150
H: 3.3572 1.5143 0.1809

Mulliken population analysis, charges in e, atoms 1 to 2: -0.935, 1.842

Formula: C60H90O45
Source: the Open Molecules 2025 dataset
Level of theory: ωB97M-V/def2-TZVPD

HOMO-LUMO gap   9.59 eV
LUMO energy   -0.07 eV
Total energy   -5726.384487 Eh
Strongest force on any atom   4.40 eV/A

Cartesian coordinates (Å):
C: 0.7270 -1.9625 3.1036
C: 0.5773 -2.7271 4.4154
C: -0.6325 -3.6830 4.6093
O: -0.0246 -4.8051 5.2054
C: 1.2960 -4.7643 5.2557
O: 2.0155 -5.4839 5.7980
O: 1.7093 -3.6619 4.5632
H: 0.6805 -2.6286 2.2797
H: 1.7477 -1.5642 3.0963
H: -0.0225 -1.1870 2.9282
H: 0.6354 -2.0767 5.2753
H: -0.9886 -3.9408 3.6199
H: -1.4057 -3.4041 5.3317
C: -1.7884 5.3511 1.3242
C: -1.2806 3.9377 1.3111
C: -0.4951 3.6143 2.5649
O: -1.5967 3.2457 3.4590
C: -2.6077 2.7969 2.7100
O: -3.5569 2.2075 3.0945
O: -2.3380 2.9819 1.3676
H: -0.9715 6.0003 1.6108
H: -2.5456 5.4960 2.1196
H: -2.1887 5.6770 0.3607
H: -0.7058 3.7685 0.4094
H: -0.0163 4.4734 3.0055
H: 0.1728 2.7771 2.4557
C: 8.4440 -1.5357 3.8880
C: 7.2162 -2.2031 3.2282
C: 5.9619 -2.1738 4.1004
O: 4.9315 -1.7314 3.1545
C: 5.4557 -1.3179 2.0030
O: 4.8755 -0.8262 1.1345
O: 6.7950 -1.5085 2.0613
H: 8.9436 -2.2100 4.5668
H: 8.1303 -0.6078 4.3460
H: 9.1987 -1.3504 3.1356
H: 7.4504 -3.2444 2.9283
H: 5.8732 -1.4263 4.8976
H: 5.6713 -3.1141 4.5868
C: 3.4184 -4.0253 -0.2595
C: 3.0362 -4.0702 -1.7010
C: 1.5493 -3.9923 -1.9901
O: 1.4797 -3.0568 -3.0767
C: 2.6475 -2.4216 -3.2386
O: 2.8933 -1.5127 -4.0149
O: 3.5613 -2.9298 -2.3732
H: 4.4853 -4.1927 -0.1121
H: 2.8471 -4.7706 0.2744
H: 3.1184 -3.0924 0.2443
H: 3.5101 -4.9694 -2.1895
H: 0.9392 -3.6401 -1.1597
H: 1.1350 -4.9298 -2.3590
C: -3.3263 2.1413 6.6975
C: -3.3753 0.7115 6.1088
C: -2.2280 0.4062 5.1538
O: -1.7084 -0.8369 5.6865
C: -2.2595 -1.1554 6.8412
O: -1.9039 -2.1482 7.4422
O: -3.2103 -0.2706 7.1564
H: -4.0518 2.2356 7.5283
H: -3.5259 2.9454 5.9739
H: -2.3515 2.2549 7.1379
H: -4.3901 0.4653 5.7036
H: -1.4360 1.1494 5.1286
H: -2.6229 0.2076 4.1666
C: -4.0439 -4.7601 3.1999
C: -3.6347 -5.1690 1.7508
C: -4.2342 -4.4184 0.6163
O: -3.1635 -4.2879 -0.3670
C: -2.0199 -4.3559 0.3369
O: -0.9363 -4.1356 -0.1738
O: -2.2329 -4.8586 1.5501
H: -3.5372 -5.3834 3.9400
H: -5.0850 -4.9097 3.4171
H: -3.5918 -3.7837 3.2988
H: -3.6573 -6.2389 1.6068
H: -4.4721 -3.4127 0.9718
H: -5.0542 -4.9353 0.1006
C: 4.1000 2.1829 -7.3356
C: 4.1247 1.2066 -6.1569
C: 5.3099 1.1395 -5.2992
O: 4.8908 1.5798 -4.0318
C: 3.5633 1.8330 -4.0296
O: 2.8966 2.0721 -3.0892
O: 3.0712 1.6112 -5.2538
H: 3.0969 2.2109 -7.7159
H: 4.8041 1.9463 -8.1528
H: 4.3247 3.2098 -6.9913
H: 3.8087 0.2412 -6.5158
H: 6.1369 1.7533 -5.6664
H: 5.5764 0.0794 -5.2410
C: -1.0832 3.5279 -6.3609
C: -0.1192 3.9862 -5.2533
C: -0.4703 5.3638 -4.6424
O: -0.0919 5.1351 -3.2661
C: -0.0681 3.7905 -2.9798
O: 0.0410 3.3343 -1.9073
O: -0.2198 3.1267 -4.1666
H: -1.1914 4.3489 -7.0392
H: -2.0624 3.1811 -6.0130
H: -0.7620 2.6439 -6.9053
H: 0.9322 3.9286 -5.5947
H: -1.4985 5.6979 -4.6963
H: 0.2138 6.1877 -4.9729
C: 4.9146 2.7002 -0.1498
C: 4.1469 3.9792 0.1505
C: 2.6483 3.7843 -0.0848
O: 2.0801 4.1848 1.1697
C: 3.0301 4.4497 2.1066
O: 2.9121 4.7012 3.2746
O: 4.2568 4.3397 1.5057
H: 4.6319 2.2588 -1.1015
H: 4.6120 1.9677 0.6077
H: 5.9957 2.8428 -0.1573
H: 4.5323 4.7821 -0.4557
H: 2.3582 2.7372 -0.2325
H: 2.2052 4.3980 -0.8820
C: -6.3440 0.7342 0.7104
C: -5.6806 -0.5760 1.0670
C: -4.1560 -0.4975 1.2122
O: -3.9341 -1.3831 2.3511
C: -5.0126 -1.3583 3.1273
O: -5.0222 -1.6597 4.2786
O: -6.0881 -0.9313 2.3977
H: -7.4270 0.6471 0.7471
H: -6.1837 1.2413 -0.2302
H: -6.0815 1.4587 1.4737
H: -5.9191 -1.4364 0.3934
H: -3.7594 0.4447 1.5804
H: -3.5936 -0.8907 0.4083
C: 2.7588 1.1704 3.0143
C: 2.6195 0.8433 4.5182
C: 3.2411 1.8319 5.4618
O: 2.4006 1.8031 6.5676
C: 1.1871 1.2900 6.2540
O: 0.2028 1.2735 6.8824
O: 1.2499 0.9003 4.9835
H: 2.4819 2.2091 2.8273
H: 2.0902 0.5108 2.4334
H: 3.7824 1.0506 2.7512
H: 2.9897 -0.1553 4.8254
H: 3.2301 2.8577 5.0618
H: 4.2738 1.5297 5.6493
C: -2.8733 1.4958 -1.3313
C: -3.2479 2.4121 -2.5044
C: -4.6715 2.2343 -3.0589
O: -5.2589 3.5468 -2.9928
C: -4.3579 4.4360 -2.4229
O: -4.6297 5.5602 -2.1870
O: -3.2130 3.7718 -2.1045
H: -3.5184 1.7171 -0.4947
H: -1.8318 1.7224 -1.0977
H: -3.0096 0.4735 -1.6030
H: -2.5097 2.3121 -3.3213
H: -5.2468 1.5206 -2.4809
H: -4.6047 1.9123 -4.1023
C: 0.7742 -0.6305 -6.5805
C: -0.0822 -0.8855 -5.3667
C: 0.2452 0.0393 -4.2175
O: -1.0697 0.3250 -3.6939
C: -1.9943 -0.0176 -4.5771
O: -3.1285 0.2992 -4.5438
O: -1.4455 -0.6218 -5.6706
H: 0.7152 0.3905 -6.9216
H: 0.4924 -1.2759 -7.4123
H: 1.8307 -0.7219 -6.3983
H: 0.0177 -1.9426 -4.9944
H: 0.6139 1.0126 -4.5433
H: 0.9007 -0.4315 -3.4935
C: -4.1872 -4.6041 -4.9720
C: -3.7543 -4.2288 -3.6054
C: -2.3640 -3.5930 -3.4876
O: -2.5801 -2.3100 -2.9212
C: -3.9310 -2.1913 -2.5465
O: -4.3909 -1.3210 -1.9336
O: -4.6308 -3.2832 -3.0047
H: -5.2461 -4.7963 -5.0910
H: -3.6639 -5.5186 -5.2783
H: -3.9780 -3.8666 -5.7839
H: -3.7565 -5.0724 -2.9241
H: -1.8903 -3.4864 -4.4499
H: -1.7376 -4.1380 -2.7805
C: 2.2371 -0.2068 -0.6946
C: 0.7972 0.2371 -0.7583
C: -0.2756 -0.9172 -0.8598
O: -1.0557 -0.7740 0.3173
C: -0.5941 0.2490 1.0537
O: -1.0046 0.5797 2.0984
O: 0.4115 0.8738 0.4517
H: 2.3305 -0.9200 0.1460
H: 2.9406 0.6064 -0.4763
H: 2.5405 -0.6148 -1.6643
H: 0.6687 0.9264 -1.5934
H: 0.2641 -1.8693 -0.9090
H: -0.9116 -0.8084 -1.7622

Mulliken population analysis, charges in e, atoms 1 to 2: 0.884, 0.405